{"formula": "C60H66N8O25", "method": "the ωB97M-V functional and the def2-TZVPD basis", "energy_ev": -126372.16822, "e_lumo_ev": -0.911, "homo_lumo_gap_ev": 8.4, "charge": 0, "fmax_ev_per_a": 4.2, "symbols": ["C", "O", "C", "C", "O", "C", "C", "O", "C", "H", "H", "H", "H", "H", "H", "H", "H", "H", "H", "H", "H", "H", "H", "C", "C", "C", "C", "C", "C", "N", "O", "O", "H", "H", "H", "H", "H", "C", "C", "C", "C", "C", "C", "N", "O", "O", "H", "H", "H", "H", "H", "C", "C", "C", "C", "C", "C", "N", "O", "O", "H", "H", "H", "H", "H", "C", "C", "C", "C", "C", "C", "N", "O", "O", "H", "H", "H", "H", "H", "C", "C", "C", "C", "C", "C", "N", "O", "O", "H", "H", "H", "H", "H", "C", "C", "C", "C", "C", "C", "N", "O", "O", "H", "H", "H", "H", "H", "C", "C", "C", "C", "C", "C", "N", "O", "O", "H", "H", "H", "H", "H", "C", "C", "C", "C", "C", "C", "N", "O", "O", "H", "H", "H", "H", "H", "C", "O", "C", "O", "O", "C", "H", "H", "H", "H", "H", "H", "C", "O", "C", "O", "O", "C", "H", "H", "H", "H", "H", "H"], "positions_angstrom": [[0.1368, 4.7889, -1.6208], [-0.4264, 4.2448, -2.7722], [-1.0856, 2.9815, -2.4944], [-0.8130, 1.9881, -3.5689], [-1.4402, 2.3638, -4.7879], [-0.8283, 1.7106, -5.9338], [-1.5388, 0.3921, -6.2339], [-1.3909, -0.5621, -5.1727], [-1.9066, -1.8675, -5.4892], [-0.5487, 5.0579, -0.8171], [0.5704, 5.6846, -2.0655], [0.9625, 4.1910, -1.2351], [-2.1287, 3.0107, -2.1792], [-0.5769, 2.5087, -1.6542], [-1.0082, 0.9680, -3.2381], [0.2633, 2.0145, -3.7390], [0.2315, 1.4948, -5.7989], [-0.8280, 2.3627, -6.8072], [-1.2539, 0.0771, -7.2378], [-2.6061, 0.5803, -6.3504], [-1.5273, -2.1306, -6.4767], [-2.9956, -1.8293, -5.4621], [-1.5707, -2.6036, -4.7589], [-2.4969, -4.4999, -1.9177], [-3.6214, -3.8107, -2.3318], [-4.6236, -4.4207, -3.0844], [-4.5618, -5.7760, -3.4038], [-3.4926, -6.5188, -2.8576], [-2.4511, -5.8674, -2.1667], [-5.6219, -6.4037, -4.2068], [-6.4137, -5.6525, -4.7507], [-5.6520, -7.6209, -4.2133], [-1.6743, -4.0212, -1.4073], [-3.6688, -2.7616, -2.0794], [-5.4752, -3.8695, -3.4549], [-3.4151, -7.5831, -3.0238], [-1.6582, -6.5259, -1.8443], [-2.2793, -4.5577, 1.4907], [-1.3865, -3.5012, 1.7388], [-1.8730, -2.1990, 1.7890], [-3.1936, -1.9472, 1.5716], [-4.1214, -2.9767, 1.3284], [-3.6460, -4.3054, 1.2797], [-3.6991, -0.5519, 1.6793], [-2.9214, 0.2922, 2.0600], [-4.9062, -0.3249, 1.4366], [-1.9012, -5.5642, 1.5932], [-0.3715, -3.7518, 2.0100], [-1.2094, -1.3779, 2.0172], [-5.1662, -2.7224, 1.2276], [-4.2060, -5.2130, 1.1095], [2.1246, -5.0149, 7.2344], [3.3142, -4.2981, 7.3162], [3.5794, -3.2980, 6.3383], [2.4998, -2.9546, 5.4656], [1.3430, -3.6545, 5.4664], [1.1301, -4.6613, 6.3444], [2.6126, -1.7451, 4.5823], [1.7237, -1.4218, 3.8220], [3.5404, -0.9954, 4.7372], [1.9133, -5.7624, 7.9846], [4.0687, -4.6103, 8.0230], [4.5151, -2.7664, 6.2470], [0.5848, -3.5029, 4.7124], [0.1706, -5.1483, 6.2518], [0.5753, 8.1210, 1.4938], [0.4154, 7.1653, 2.4544], [0.9823, 5.9407, 2.2689], [1.8429, 5.7326, 1.1817], [2.0041, 6.7229, 0.2059], [1.3168, 7.8955, 0.3349], [2.6871, 4.5338, 1.1617], [2.8297, 3.9416, 2.2900], [3.1673, 4.2786, 0.1119], [0.0966, 9.0768, 1.6475], [-0.2349, 7.2108, 3.3154], [0.8642, 5.1854, 3.0318], [2.5587, 6.7816, -0.7189], [1.4892, 8.6908, -0.3751], [0.8888, -4.6239, -2.0731], [0.7629, -4.9309, -0.7449], [1.7813, -4.7128, 0.1403], [2.9658, -4.1020, -0.3214], [3.0727, -3.7927, -1.7128], [2.0581, -4.0792, -2.5730], [4.0208, -3.6270, 0.6157], [3.7360, -3.7640, 1.8037], [5.1025, -3.1576, 0.2734], [0.0633, -4.9131, -2.7067], [-0.0299, -5.6392, -0.5544], [1.7026, -5.1225, 1.1365], [3.9012, -3.2483, -2.1412], [2.2114, -4.0399, -3.6413], [1.6708, 0.8566, 1.6892], [2.0135, -0.3314, 1.0958], [1.1484, -0.8440, 0.1157], [-0.0377, -0.2177, -0.2127], [-0.3249, 0.9962, 0.4212], [0.5432, 1.5917, 1.3069], [-1.0010, -0.7728, -1.1706], [-0.5984, -1.7007, -1.9262], [-2.1376, -0.1931, -1.1404], [2.2734, 1.4324, 2.3761], [2.8077, -0.9818, 1.4314], [1.3477, -1.8233, -0.2938], [-1.1992, 1.5849, 0.1855], [0.1633, 2.5061, 1.7381], [-6.8528, 3.0985, -1.4221], [-7.8115, 2.3399, -2.0265], [-7.4062, 1.1346, -2.6516], [-6.0369, 0.6823, -2.5113], [-5.1284, 1.5200, -1.8909], [-5.5461, 2.7145, -1.3379], [-5.6013, -0.5994, -3.0792], [-6.4474, -1.4165, -3.3565], [-4.3979, -0.8774, -3.1675], [-7.2000, 4.0019, -0.9429], [-8.8476, 2.6429, -1.9938], [-8.0966, 0.4185, -3.0723], [-4.1000, 1.2109, -1.7756], [-4.8441, 3.4461, -0.9658], [1.8400, 1.9683, 5.4295], [0.6437, 1.5457, 4.9308], [-0.4327, 2.4625, 4.8316], [-0.2512, 3.8199, 5.1383], [1.0619, 4.2589, 5.5219], [2.1037, 3.3052, 5.7229], [-1.4490, 4.7155, 4.9600], [-1.3602, 5.8718, 5.4376], [-2.3641, 4.2849, 4.2483], [2.5845, 1.1969, 5.5603], [0.5213, 0.5214, 4.6111], [-1.3607, 2.0347, 4.4821], [1.3289, 5.2741, 5.7757], [3.0911, 3.5509, 6.0848], [1.7709, -1.2134, -4.5087], [2.2952, 0.0757, -4.1676], [3.0059, 0.2717, -3.1046], [3.3042, -0.5835, -2.2767], [3.3242, 1.5902, -3.0579], [4.0940, 2.1678, -2.0943], [2.5523, -1.9704, -4.5747], [1.3277, -1.2012, -5.5045], [0.9856, -1.6108, -3.8657], [4.0479, 3.2368, -2.3022], [5.1279, 1.8224, -2.1004], [3.6713, 2.1616, -1.0896], [5.6094, -0.4137, 1.1854], [5.5196, 0.8805, 1.7021], [6.1430, 1.9006, 1.1278], [6.8862, 1.9174, 0.1382], [5.8435, 2.9484, 1.8445], [6.1829, 4.2794, 1.3436], [6.6374, -0.7736, 1.2285], [5.2284, -0.6512, 0.1921], [5.2223, -1.1187, 1.9211], [7.2608, 4.4269, 1.2766], [5.8612, 5.0238, 2.0719], [5.8527, 4.5184, 0.3327]], "atomic_forces_ev_per_a": [[0.803, 1.020, -0.866], [-1.771, -1.853, 0.179], [1.098, -0.132, 0.401], [0.608, 0.460, -0.863], [0.716, -0.684, -0.997], [-0.635, -0.637, 0.944], [-0.921, 0.350, 0.314], [0.711, -0.079, -0.508], [0.160, 1.131, -0.139], [-0.315, -0.080, 0.016], [0.205, 0.415, 0.741], [0.006, -0.317, 0.164], [-0.294, 0.702, -0.377], [0.190, 0.197, 0.382], [-0.643, -0.077, -0.139], [0.327, 0.053, 0.043], [0.207, 0.059, 0.613], [-0.634, 0.158, 0.078], [0.640, -0.728, -0.004], [-0.317, 0.267, 0.123], [-0.209, -0.339, -0.159], [-0.125, -0.173, -0.191], [0.142, 0.293, 0.153], [-0.179, -0.958, -0.175], [0.057, 0.329, -0.097], [-0.336, -0.185, -0.364], [1.604, 0.335, 1.418], [-0.035, 0.475, -0.507], [-1.086, -0.732, -0.578], [-0.011, 0.288, 0.591], [0.274, -0.611, -0.004], [-0.131, 0.281, -0.336], [-0.174, 0.239, 0.081], [-0.256, 0.088, -0.225], [0.050, 0.289, 0.079], [-0.145, -0.036, -0.073], [0.287, 0.210, 0.160], [0.049, 1.260, 0.492], [-1.056, -0.698, 0.178], [1.340, 0.078, 0.105], [-1.740, -0.666, -0.352], [0.650, -0.583, 0.000], [1.075, 0.547, 0.216], [-1.897, 0.254, -0.033], [0.102, 0.013, -0.119], [2.211, -0.706, 0.212], [-0.130, -0.192, -0.321], [0.198, 0.331, -0.178], [0.051, 0.071, 0.034], [-0.003, -0.069, -0.129], [-0.790, 0.431, -0.061], [-0.369, 0.360, 1.083], [0.384, 0.465, -1.927], [-1.728, -0.085, 0.094], [2.373, 0.466, 0.568], [-1.117, 0.391, -1.549], [-0.061, -0.972, 0.370], [-0.305, 0.654, 0.164], [-1.114, -1.396, -0.118], [1.645, -0.215, 0.770], [0.116, -0.244, -0.043], [0.096, 0.188, 0.005], [-0.020, 0.042, 0.220], [-0.026, 0.598, -0.002], [0.103, -0.398, 0.410], [-0.412, 1.399, -0.545], [-0.913, -0.771, 0.205], [1.579, -1.029, -0.405], [-0.245, 0.614, 0.458], [-0.082, -0.183, -0.507], [-0.407, 0.753, 1.509], [-1.336, 0.268, 4.002], [-0.042, 1.010, -3.376], [1.326, -1.375, -1.133], [-0.030, 0.173, -0.106], [-0.051, 0.758, 0.063], [0.127, -0.216, -0.185], [0.680, -1.360, 0.244], [-0.243, -0.011, -0.101], [-0.036, 0.028, -0.808], [-0.093, -1.132, -0.432], [1.534, 0.162, 0.664], [-0.506, 0.957, -1.876], [1.018, 0.535, 1.753], [-0.904, -0.920, -0.346], [0.496, -0.374, 1.223], [-0.183, 0.088, -0.388], [-1.470, -0.622, -0.837], [0.114, 0.115, -0.353], [-0.375, 0.415, 0.801], [0.175, 0.311, 0.189], [0.449, -0.126, 0.486], [-0.061, 0.487, -0.013], [0.336, 2.251, 0.330], [-1.187, -0.660, -0.652], [0.124, -0.938, 0.193], [0.320, 0.842, 0.556], [-0.719, 0.624, -0.784], [-0.531, -1.715, -0.403], [-0.712, 0.438, -0.459], [-1.816, 2.262, 1.750], [2.835, -2.531, -0.831], [0.599, -0.717, 0.411], [0.292, 0.411, -0.017], [0.108, -0.004, -0.269], [-0.293, -0.470, -0.165], [0.698, 0.205, 0.309], [-0.721, 0.953, 0.769], [0.251, -2.213, -1.261], [1.277, -0.766, 1.106], [-1.843, 1.910, -0.326], [0.647, -0.612, 0.167], [0.591, 0.409, -0.550], [1.380, -1.016, 0.423], [-0.953, 0.058, -0.269], [-1.064, 1.330, 0.147], [0.270, 0.273, 0.030], [-0.036, -0.090, -0.246], [-0.181, 0.225, -0.229], [0.116, -0.094, -0.198], [0.258, -0.335, 0.372], [0.928, -0.115, 0.151], [-1.585, 1.167, -0.071], [0.777, -0.455, -0.137], [1.070, -0.945, 0.029], [0.007, -0.963, 0.634], [-1.906, 0.179, -0.614], [0.686, 1.178, -0.587], [-0.467, -2.332, -0.901], [1.220, 0.929, 1.512], [0.411, 0.192, 0.023], [-0.173, -0.026, 0.102], [-0.285, 0.503, 0.001], [-0.550, 0.248, -0.185], [-0.116, 0.467, -0.044], [0.178, -1.029, -0.242], [-1.314, -0.033, -1.827], [1.171, -0.339, 2.615], [-0.118, 1.168, -0.907], [-1.888, -1.917, -2.149], [1.059, 1.355, 1.784], [0.339, 0.245, 0.311], [0.114, 0.806, 0.058], [0.152, 0.591, 0.508], [0.385, 0.013, -0.356], [-0.044, -0.075, 0.116], [-0.062, -0.824, 0.124], [1.509, -2.004, 0.328], [-0.586, 0.332, -0.065], [1.700, -0.113, -2.285], [-1.605, -0.567, 1.690], [-0.444, 2.506, 0.376], [1.088, -0.268, 0.103], [0.459, 0.419, -0.545], [-0.307, 0.772, 0.044], [-0.893, 0.463, 0.026], [0.204, -0.504, 0.173], [-0.527, -0.448, -0.021], [-0.646, -0.505, 0.168]]}